Run one
# C4H9N2O2

The ion C4H9N2O2 with charge +1 (wB97M-V/def2-TZVPD, the Open Molecules 2025 dataset).

Geometry as XYZ:
```
17
Properties=species:S:1:pos:R:3
C 0.08138 0.18934 -0.73578
C -0.32746 0.97625 0.24071
C 0.20612 2.36132 0.53644
C 0.98631 -2.09324 -0.47419
N -1.37466 0.56788 1.18860
N -0.19914 -1.27474 -0.82964
O -1.52091 1.20237 2.19245
O -2.10835 -0.39191 0.84197
H 0.84300 0.61011 -1.30964
H -0.51201 3.19938 0.25961
H 1.06527 2.45501 -0.04586
H 0.53932 2.14294 1.61228
H 0.97011 -2.40288 0.48938
H 1.04271 -3.01874 -1.15667
H 1.81333 -1.50048 -0.63999
H -1.05076 -1.61390 -0.33381
H -0.45426 -1.40873 -1.83588
```

Results
SMILES: C[NH2+]/C=C(/C)[N+](=O)[O-]
Orbital gap in eV: 10.38
Charge: +1

Run two
# C4H9N2O2

A cluster of 2 separate species, C4H9N2O2 in total (wB97M-V/def2-TZVPD, the Open Molecules 2025 dataset).

Geometry as XYZ:
```
17
Properties=species:S:1:pos:R:3
C 2.25218 0.98669 0.15761
C -1.14341 -0.88147 1.09142
C -0.92671 -0.79673 -0.96268
C -1.27025 0.19509 -0.00814
N 1.12896 1.37195 -0.29633
N -0.71142 -1.81660 0.09442
O 2.82375 -0.20703 0.05514
O -1.50345 1.45150 0.11023
H 2.96272 1.69937 0.80925
H -0.35208 -0.66162 1.80395
H -1.98025 -0.96895 1.82425
H -1.88975 -1.09200 -1.62700
H -0.21375 -0.47176 -1.71316
H 0.94117 2.43172 -0.27027
H 2.39361 -0.73459 -0.57308
H -1.33474 -2.57967 0.06987
H -1.17657 2.07411 -0.56547
```

Results
Orbital gap in eV: 8.95
Charge: +1

The least stable of them is run one.

Run one
# CH2NO2S

A cluster of 2 separate species, CH2NO2S in total (wB97M-V/def2-TZVPD, the Open Molecules 2025 dataset).

Geometry as XYZ:
```
7
Properties=species:S:1:pos:R:3
C 2.06274 0.10502 0.07033
N 3.28773 -1.88196 0.19158
O -0.80428 -0.36952 0.10092
O 2.87222 -0.77512 -0.00559
S 2.14739 1.76148 -0.10036
H 0.19917 -0.42892 -0.10109
H -0.89137 0.46875 0.48499
```

Results
Orbital gap (alpha / beta) in eV: 6.56 / 6.51
Charge: -1

Run two
# CH2NO2S

The ion CH2NO2S with charge -1 (wB97M-V/def2-TZVPD, the Open Molecules 2025 dataset).

Geometry as XYZ:
```
7
Properties=species:S:1:pos:R:3
C 0.82320 -2.51567 0.16331
N 0.48654 0.57239 -0.31984
O 0.33309 -2.15610 1.17776
O 1.13074 -3.49716 -0.44744
S 1.25133 -0.79166 -1.14729
H -0.18741 1.05017 -0.99910
H -0.21909 0.37661 0.49955
```

Results
SMILES: NSC(=O)[O-]
Orbital gap in eV: 7.04
Charge: -1

Run three
# CH2NO2S

A cluster of 2 separate species, CH2NO2S in total (wB97M-V/def2-TZVPD, the Open Molecules 2025 dataset).

Geometry as XYZ:
```
7
Properties=species:S:1:pos:R:3
C 0.95133 -0.49699 -0.35065
N -1.00684 0.13851 -0.44980
O 1.50175 0.37416 0.27472
O -0.91969 1.18786 0.58691
S 1.25951 -1.90641 -1.09337
H -1.67660 -0.54411 -0.05394
H -0.10946 1.24699 1.08613
```

Results
Orbital gap in eV: 7.11
Charge: -1

The least stable of them is run one.

Run one
# C3H8O2S

A cluster of 2 separate species, C3H8O2S in total (wB97M-V/def2-TZVPD, the Open Molecules 2025 dataset).

Geometry as XYZ:
```
14
Properties=species:S:1:pos:R:3
C -0.02694 0.12451 0.75431
O 0.94845 1.06850 0.79514
C -0.38316 -0.41078 -0.63691
C -1.63963 -1.26815 -0.61663
S -2.36752 -1.69572 -2.27045
H 0.29110 -0.71731 1.40519
H -0.94438 0.45688 1.24541
H 0.45979 -1.00232 -0.99823
H -0.52992 0.46879 -1.27205
H -2.42378 -0.67056 -0.13658
H -1.57294 -2.20222 -0.06983
H 2.03428 1.33693 0.68567
H 2.90146 2.69662 0.64712
O 3.25319 1.81484 0.46785
```

Results
Orbital gap in eV: 5.73
Charge: -2

Run two
# C3H8O2S

A cluster of 2 separate species, C3H8O2S in total (wB97M-V/def2-TZVPD, the Open Molecules 2025 dataset).

Geometry as XYZ:
```
14
Properties=species:S:1:pos:R:3
C 0.09568 0.13005 -0.40005
O -0.03196 1.50624 -0.66267
C -0.20644 -0.18284 1.06763
C -0.28348 -1.66401 1.38157
S -0.09931 -2.12406 3.18596
H -0.59598 -0.44718 -1.03210
H 1.10716 -0.21538 -0.63038
H -1.15933 0.29789 1.28769
H 0.53724 0.30347 1.69986
H 0.47681 -2.25449 0.85086
H -1.24054 -2.07906 1.07677
H 0.32052 1.69496 -1.60779
H 0.37020 2.97026 -3.09204
O 0.70944 2.06416 -3.12531
```

Results
Orbital gap in eV: 5.86
Charge: -2

The least stable of them is run one.

Run one
# C44H52BrN4OS4TaTe

A structure of composition C44H52BrN4OS4TaTe (wB97M-V/def2-TZVPD, the Open Molecules 2025 dataset).

Geometry as XYZ:
```
108
Properties=species:S:1:pos:R:3
Ta 1.01038 1.08581 0.29613
C 2.21379 3.97079 3.06538
C 0.71689 3.86350 3.19838
C -0.01521 4.95866 3.64818
C -1.38864 4.88552 3.81555
C -2.04831 3.69201 3.55802
C -1.34708 2.58304 3.09960
C -2.06035 1.28262 2.81562
C 0.02789 2.69651 2.89066
N 0.71748 1.56020 2.31466
C 1.47041 0.78654 3.24764
C 1.45855 1.08146 4.72786
C 2.14384 -0.24525 2.73218
C 2.92718 -1.23701 3.53641
N 2.01386 -0.39619 1.32130
C 2.70140 -1.56909 0.81691
C 4.05974 -1.50032 0.49916
C 4.90619 -0.29423 0.83787
C 4.66316 -2.60750 -0.09154
C 3.94853 -3.76869 -0.34320
C 2.63494 -3.85918 0.09021
C 2.01077 -2.78056 0.71596
C 0.66666 -2.99049 1.36178
H 2.49421 4.92990 2.62313
H 2.63499 3.17695 2.45079
H 2.68559 3.91759 4.05267
H 0.50842 5.88622 3.85616
H -1.94249 5.75276 4.15464
H -3.12010 3.61685 3.70777
H -3.10135 1.33261 3.13917
H -1.57577 0.44318 3.32046
H -2.06299 1.04690 1.74466
H 0.85319 1.95101 4.96268
H 2.46797 1.27038 5.09851
H 1.05184 0.23562 5.28711
H 2.84341 -1.01045 4.59596
H 3.99062 -1.23070 3.27548
H 2.57186 -2.25953 3.38128
H 4.36679 0.43354 1.43958
H 5.26814 0.23162 -0.04963
H 5.78647 -0.61733 1.39719
H 5.71679 -2.55184 -0.34772
H 4.42678 -4.61382 -0.82423
H 2.08487 -4.78809 -0.02297
H 0.79869 -3.58155 2.27452
H 0.00467 -3.55502 0.70841
H 0.18467 -2.05756 1.63808
O 3.15158 7.70268 -0.44504
C 2.75246 6.57050 -0.40985
S 1.04129 6.13194 -0.24104
C 1.27419 4.39703 -0.21847
C 2.52960 3.95672 -0.35807
S 3.07369 2.29482 -0.19699
S 3.80388 5.14855 -0.53488
S -0.14500 3.44232 0.07057
N 3.34301 -0.23567 -2.36324
N 2.08423 -0.49623 -1.74289
H 3.54327 -0.95621 -3.04765
H 4.05529 -0.27947 -1.65041
H 1.94008 -1.48642 -1.55360
H 1.36495 -0.16743 -2.37497
C -2.79842 -7.30711 -1.94555
C -2.50634 -5.85383 -1.67207
C -2.05288 -5.01007 -2.67920
C -1.77384 -3.66452 -2.45589
C -1.28392 -2.83610 -3.62296
C -1.97375 -3.15675 -1.16199
Te -1.38519 -1.16084 -0.84754
C -2.41930 -3.98582 -0.12085
C -2.63469 -3.51793 1.30170
C -2.68135 -5.32383 -0.40245
H -2.71217 -7.53586 -3.00713
H -3.80638 -7.57009 -1.62129
H -2.10370 -7.95196 -1.40356
H -1.90421 -5.41237 -3.67650
H -1.27609 -3.44204 -4.52894
H -0.27213 -2.45857 -3.46085
H -1.92224 -1.96797 -3.79284
H -2.27921 -2.50198 1.46396
H -2.11378 -4.17509 2.00066
H -3.69466 -3.55528 1.56206
H -3.02264 -5.96849 0.40296
C 0.33646 1.32190 -5.18949
C -0.59266 1.99242 -4.16917
C -2.03789 1.52268 -4.38096
C -0.50727 3.52108 -4.29766
C -0.16508 1.61708 -2.81129
C 0.22506 1.34388 -1.68908
H 0.08296 1.65330 -6.20037
H 0.23318 0.23446 -5.14722
H 1.37840 1.57733 -4.98939
H -2.35520 1.75160 -5.40156
H -2.71682 2.02211 -3.68718
H -2.12294 0.44526 -4.22279
H -0.85513 3.83439 -5.28613
H 0.52096 3.86099 -4.16271
H -1.12198 4.00574 -3.53713
Br -6.84733 2.40269 0.87301
C -5.38349 1.36129 0.28744
C -4.30161 1.98221 -0.31269
C -3.20050 1.21907 -0.68157
C -3.18934 -0.15523 -0.44817
C -4.30029 -0.77041 0.11042
C -5.40349 -0.00877 0.48229
H -4.30262 3.05163 -0.48104
H -2.34722 1.71280 -1.13466
H -4.32731 -1.84204 0.25456
H -6.26381 -0.48153 0.93888
```

Results
Orbital gap in eV: 5.71

Run two
# C44H52BrN4OS4TaTe

A structure of composition C44H52BrN4OS4TaTe (wB97M-V/def2-TZVPD, the Open Molecules 2025 dataset).

Geometry as XYZ:
```
108
Properties=species:S:1:pos:R:3
Ta -0.42752 0.06409 0.03115
C -0.88487 -3.23154 2.51150
C 0.34848 -3.63117 1.75756
C 0.53870 -4.97326 1.43426
C 1.64084 -5.39010 0.71356
C 2.58864 -4.46022 0.31152
C 2.43018 -3.11313 0.59770
C 3.43690 -2.09814 0.13880
C 1.29867 -2.71947 1.31309
N 1.15308 -1.29690 1.53125
C 1.60355 -0.83383 2.62791
C 2.16214 -1.65118 3.75088
C 1.66890 0.66519 2.77725
C 2.30006 1.22102 4.01740
N 1.25335 1.35233 1.79323
C 1.54125 2.76602 1.77775
C 2.74966 3.11169 1.15648
C 3.74096 2.05139 0.76826
C 3.03821 4.45507 0.96879
C 2.16537 5.43498 1.41684
C 1.03033 5.06792 2.11139
C 0.70304 3.73038 2.32993
C -0.49322 3.41519 3.17908
H -1.11324 -3.97064 3.27908
H -1.74447 -3.18478 1.83735
H -0.80187 -2.25465 2.98202
H -0.20356 -5.69245 1.75683
H 1.76684 -6.43564 0.46729
H 3.46335 -4.77928 -0.24120
H 4.25100 -2.58271 -0.39891
H 3.87305 -1.54604 0.97531
H 2.96666 -1.36392 -0.52117
H 2.06764 -2.71510 3.55744
H 1.62985 -1.40565 4.67152
H 3.21484 -1.41397 3.91137
H 1.70946 0.93777 4.88998
H 2.35850 2.30468 3.96992
H 3.30235 0.81797 4.16072
H 3.28188 1.27721 0.15488
H 4.15347 1.56275 1.65615
H 4.57754 2.48920 0.22465
H 3.96542 4.73015 0.48092
H 2.38533 6.48099 1.25085
H 0.37257 5.82959 2.51210
H -0.59946 4.17897 3.94961
H -0.41106 2.44964 3.67157
H -1.40805 3.39509 2.59018
O -5.89489 -2.25538 0.78019
C -4.86339 -1.65210 0.80868
S -3.96437 -1.12413 -0.63743
C -2.62840 -0.34349 0.15022
C -2.71275 -0.37248 1.48976
S -1.34739 0.32038 2.34554
S -4.03848 -1.13920 2.31398
S -0.39946 -2.11810 -1.05646
N -2.18165 -0.33305 -3.09214
N -1.54375 0.60322 -2.22317
H -2.99808 0.09198 -3.51960
H -2.47582 -1.13451 -2.54563
H -2.20925 1.23057 -1.78638
H -0.89795 1.14757 -2.78674
C 0.43584 -8.28716 -4.64194
C 0.47002 -6.83777 -4.24570
C 1.65702 -6.22431 -3.87744
C 1.71550 -4.87723 -3.53384
C 3.06009 -4.31235 -3.16224
C 0.53589 -4.11658 -3.57325
Te 0.64363 -2.04125 -3.22077
C -0.67881 -4.72211 -3.93117
C -1.99619 -3.99716 -3.94404
C -0.68659 -6.07402 -4.25599
H 1.37033 -8.78812 -4.39325
H 0.27761 -8.39081 -5.71706
H -0.37726 -8.81385 -4.14170
H 2.56913 -6.81019 -3.85144
H 3.71879 -5.11391 -2.82813
H 2.98135 -3.56412 -2.37559
H 3.53723 -3.82806 -4.01735
H -1.87702 -2.91611 -3.90786
H -2.59830 -4.29990 -3.08438
H -2.55845 -4.24784 -4.84471
H -1.62851 -6.53941 -4.52658
C 4.55987 0.28730 -2.49987
C 3.28841 1.03388 -2.91913
C 2.94900 0.66386 -4.36817
C 3.50962 2.55199 -2.83991
C 2.17758 0.67972 -2.01410
C 1.27890 0.49509 -1.21548
H 5.37614 0.54582 -3.17701
H 4.40073 -0.79076 -2.54751
H 4.85968 0.54682 -1.48511
H 3.74407 1.01720 -5.02720
H 2.01149 1.12415 -4.68104
H 2.85957 -0.41582 -4.48413
H 4.35386 2.83697 -3.47059
H 3.71614 2.87013 -1.81760
H 2.62545 3.08708 -3.18836
Br -1.73974 6.85549 -0.66647
C -1.37431 4.99763 -0.56593
C -2.32073 4.13784 -0.04063
C -2.02465 2.78436 0.05438
C -0.79442 2.23902 -0.36138
C 0.11719 3.16001 -0.88893
C -0.15738 4.51637 -1.00264
H -3.27383 4.51680 0.30259
H -2.78414 2.13932 0.47808
H 1.08296 2.81693 -1.22847
H 0.58364 5.19261 -1.40722
```

Results
Orbital gap in eV: 6.05

The least stable of them is run one.